(1)
The following is a quantum chemistry calculation of a molecular structure, C16H19BN6PtS, from the Open Molecules 2025 dataset.

- HOMO energy (spin up / spin down) (eV) = -21.67 / -21.43
- charge = +4
- expectation value of S² = 6.073
- spin multiplicity = 5
- HOMO-LUMO gap (spin up / spin down) (eV) = 5.99 / 4.12

XYZ file:
```
44
C16H19BN6PtS, DFT ωB97M-V/def2-TZVPD
C -1.1975 -0.3705 2.7896
N -0.8352 0.3999 1.7462
N -1.1929 1.6952 2.0084
C -1.7044 1.7501 3.2466
C -1.7290 0.4655 3.7689
B -1.0379 2.7922 0.9305
N 0.4250 2.7040 0.4435
N 0.9642 1.5657 -0.0883
C 2.1801 1.8336 -0.5805
C 2.4521 3.1643 -0.3014
C 1.3314 3.6842 0.3417
Pt 0.0379 -0.2386 -0.0271
N -1.8448 2.2462 -0.2683
N -1.5276 1.0464 -0.8298
C -2.3669 0.8261 -1.8538
C -3.2245 1.9268 -1.9608
C -2.8670 2.7929 -0.9426
H -2.3049 -0.0935 -2.4137
H -3.2570 3.7532 -0.6494
H -3.9896 2.0555 -2.6871
H -1.3923 3.8556 1.3399
H 1.0753 4.6618 0.7021
H -2.0096 2.7006 3.6508
H 3.3408 3.6767 -0.5724
H -2.0974 0.1792 4.7258
H 2.7181 1.0260 -1.0650
H -1.0757 -1.4515 2.7500
H 1.5584 -1.0098 -1.9557
C 2.4910 -1.4586 -1.5588
H 3.3621 -0.8874 -1.9082
H 2.4234 -1.4732 -0.4565
H 2.5939 -2.4713 -1.9655
S -0.9329 -2.2108 -0.0552
C 0.1766 -3.4950 -0.4613
C 1.1497 -3.9524 0.4474
C 2.0530 -4.9434 0.0393
C 1.9564 -5.4933 -1.2420
C 0.9615 -5.0722 -2.1291
C 0.0554 -4.0847 -1.7362
H 1.1816 -3.4909 1.4344
H 2.8201 -5.2883 0.7291
H 2.6663 -6.2521 -1.5584
H 0.8726 -5.5097 -3.1195
H -0.7386 -3.7176 -2.3848
```

Listed below, in e, are the natural (NBO) charges computed for each atom: C 0.037; N -0.239; N -0.263; C 0.168; C 0.026; B 0.498; N -0.286; N -0.234; C 0.008; C 0.007; C 0.204; Pt 1.200; N -0.344; N -0.333; C 0.038; C -0.253; C 0.071; H 0.260; H 0.282; H 0.300; H 0.068; H 0.303; H 0.307; H 0.306; H 0.307; H 0.286; H 0.289; H 0.185; C -0.866; H 0.279; H 0.194; H 0.271; S 0.131; C -0.046; C -0.239; C -0.071; C 0.076; C -0.187; C -0.132; H 0.254; H 0.286; H 0.284; H 0.296; H 0.270

***

(2)
The following is a quantum chemistry calculation of 2 unconnected molecules or ions with the total composition C2H2FO3S, from the Open Molecules 2025 dataset.

- HOMO energy (eV) = -4.20
- charge = -1
- spin multiplicity = 1
- HOMO-LUMO gap (eV) = 8.25
- energy relative to the best compared isomer or geometry (same formula, charge and spin) (eV) = 1.9996

XYZ file:
```
9
C2H2FO3S, DFT ωB97M-V/def2-TZVPD
C 1.9769 2.0304 0.4183
C -0.1796 -0.5823 -0.0365
O 1.7097 -1.8091 1.4219
O 2.5338 2.7438 -0.2726
O 1.3533 -2.2280 -0.9867
F 2.5661 0.0911 -0.4306
S 1.2799 -1.2979 0.1292
H -0.4480 0.2929 0.6529
H -0.4351 -0.2999 -1.0285
```

Listed below, in e, are the natural (NBO) charges computed for each atom: C 0.521; C -1.069; O -0.920; O -0.568; O -0.955; F -0.667; S 2.242; H 0.202; H 0.214

***

(3)
The following is a quantum chemistry calculation of a gas-phase ion, C4H11N3 (charge -1), from the Open Molecules 2025 dataset.

- HOMO energy (spin up / spin down) (eV) = 0.95 / -3.39
- charge = -1
- expectation value of S² = 0.754
- spin multiplicity = 2
- HOMO-LUMO gap (spin up / spin down) (eV) = 3.09 / 7.34
- energy relative to the best compared isomer or geometry (same formula, charge and spin) (eV) = 2.1898

XYZ file:
```
18
C4H11N3, DFT ωB97M-V/def2-TZVPD
C 0.6747 1.4744 -0.9207
C -0.7917 1.2578 -0.6968
C -1.1761 -0.2198 -0.4953
N 0.4419 -1.4016 2.6045
C -0.2813 -1.6195 1.4468
N -0.2370 -0.7050 0.4487
N 1.1850 0.9738 -2.3076
H 0.7757 2.5482 -0.9506
H 1.1036 0.9687 -0.1279
H -1.2564 1.7804 -1.5178
H -1.1906 1.7922 0.1809
H -2.2043 -0.5160 -0.2501
H -0.8589 -0.6116 -1.4933
H 0.4152 -2.1879 3.2761
H 0.3889 -0.4512 3.0467
H -1.1488 -2.4264 1.2473
H 2.0201 1.5716 -2.5445
H 1.6720 0.1038 -2.0902
```

Listed below, in e, are the natural (NBO) charges computed for each atom: C -0.244; C -0.402; C -0.236; N -1.044; C 0.057; N -0.677; N -0.858; H 0.164; H 0.229; H 0.176; H 0.192; H 0.158; H 0.157; H 0.306; H 0.244; H 0.097; H 0.332; H 0.350

***

(4)
The following is a quantum chemistry calculation of a molecular structure, C5H10O, from the Open Molecules 2025 dataset.

- HOMO energy (eV) = -9.51
- spin multiplicity = 1
- HOMO-LUMO gap (eV) = 10.49
- energy relative to the best compared isomer or geometry (same formula, charge and spin) (eV) = 2.7727

XYZ file:
```
16
C5H10O, DFT ωB97M-V/def2-TZVPD
C -1.2674 0.7991 -0.7188
C -0.2955 -0.0299 0.0077
C -0.5844 -0.0683 1.5402
C 1.0502 0.3450 -0.5012
C 1.2422 -1.2284 -0.5721
H -1.0761 1.8257 -0.3555
H -2.2633 0.4034 -0.5104
H -1.0530 0.7244 -1.7804
H -0.9448 0.9752 1.7761
H -1.3093 -0.8805 1.8540
H 0.5776 -0.0465 2.1200
H 0.8784 0.9455 -1.4363
H 1.8154 0.9615 0.1882
H 1.8831 -1.6685 0.3833
H 1.5541 -1.6872 -1.5854
O -0.2069 -1.3705 -0.4093
```

Listed below, in e, are the natural (NBO) charges computed for each atom: C -0.615; C 0.214; C -0.618; C -0.449; C -0.072; H 0.213; H 0.215; H 0.211; H 0.204; H 0.240; H 0.199; H 0.216; H 0.210; H 0.181; H 0.195; O -0.543

***

(5)
The following is a quantum chemistry calculation of C3H3N5 in the gas phase, from the Open Molecules 2025 dataset.

- HOMO energy (eV) = -9.56
- structure (SMILES) = [H]/N=c1/cncnnn1
- spin multiplicity = 1
- HOMO-LUMO gap (eV) = 8.92
- energy relative to the best compared isomer or geometry (same formula, charge and spin) (eV) = 3.6551

XYZ file:
```
11
C3H3N5, DFT ωB97M-V/def2-TZVPD
H -2.5734 -0.5599 0.5932
N -1.9338 0.1847 0.6233
C -0.9829 0.0153 -0.1515
C 0.0263 1.0946 -0.5241
N 1.3138 1.0120 -0.4399
C 1.5356 -0.0295 0.4402
N 1.1260 -1.1966 0.4463
N 0.4069 -1.6354 -0.5562
N -0.6262 -1.1523 -0.7669
H -0.3793 1.8993 -1.0979
H 2.0870 0.3676 1.4335
```

Listed below, in e, are the natural (NBO) charges computed for each atom: H 0.354; N -0.571; C 0.297; C 0.112; N -0.391; C 0.243; N -0.306; N 0.071; N -0.203; H 0.200; H 0.194

***

(6)
The following is a quantum chemistry calculation of 2 unconnected molecules or ions with the total composition C2HNO2S, from the Open Molecules 2025 dataset.

- HOMO energy (eV) = -10.64
- spin multiplicity = 1
- HOMO-LUMO gap (eV) = 11.01
- energy relative to the best compared isomer or geometry (same formula, charge and spin) (eV) = 3.6403

XYZ file:
```
7
C2HNO2S, DFT ωB97M-V/def2-TZVPD
C -1.0589 -0.9711 2.0287
C 0.9488 -2.4201 0.3633
N -0.9109 -0.4919 0.9859
O 1.5325 -1.4410 0.1601
O -0.8282 0.0613 -0.2174
S 0.2212 -3.7528 0.5980
H 0.0235 0.5249 -0.2869
```

Listed below, in e, are the natural (NBO) charges computed for each atom: C 0.205; C 0.423; N -0.237; O -0.499; O -0.469; S 0.073; H 0.503

***

Quick rundown of max |F|, same order as above: 3.7 3.5 4.9 3.9 7.5 1.4 eV Å⁻¹
Quick rundown of energy, same order as above: -1490.156769 -801.167378 -323.147160 -271.650720 -389.734360 -680.126263 Ha